1.
C3H11O3S | wB97M-V/def2-TZVPD

The geometry in XYZ format:
```
18
Properties=species:S:1:pos:R:3:forces:R:3:mulliken_charge:R:1
C -0.5731 1.1475 0.5792 -2.35 2.13 1.82 -0.567
O -0.2001 -0.1363 0.8071 -1.10 -2.60 1.49 -0.737
C 0.4262 1.9787 -0.2806 -1.30 -0.83 0.55 -0.301
C 1.1184 0.7907 -0.9641 1.26 -2.37 2.25 -0.756
S 0.1869 -0.5682 -2.0152 -0.52 1.93 1.98 -0.320
H -0.8391 1.6802 1.5883 0.63 -0.45 -1.37 0.284
H -1.5279 1.1255 0.0774 -0.60 0.24 -0.53 0.330
H -0.1191 2.6616 -1.0274 0.77 -1.01 1.11 0.233
H 1.0000 2.6189 0.4723 0.06 -0.98 -1.51 0.247
H 1.9221 0.2721 -0.2251 -2.50 0.79 -1.24 0.168
H 1.7907 1.1034 -1.6253 2.55 1.70 -3.39 0.550
H -0.9820 -0.7265 -1.1279 1.18 -0.38 -1.18 0.214
H 1.8443 -0.3028 2.9347 1.94 0.35 -1.31 0.270
H 0.3515 -0.3523 2.6763 0.76 -0.15 0.09 0.420
O 1.0489 -0.4462 3.3752 -2.65 -0.22 1.03 -0.675
H -1.6783 -2.4036 -0.7151 1.21 -1.72 -1.43 0.222
H -1.0750 -0.9095 0.6213 1.22 0.70 -0.64 0.440
O -2.0372 -1.8147 -0.1089 -0.56 2.87 2.27 -1.022
```
Positions in Å, forces in eV/Å.

Calculated values
LUMO energy: 3.57 eV
net charge: -1

2.
C15H13BBeBr3CaCl2F14LiMgN2O14PS2 | wB97M-V/def2-TZVPD

The geometry in XYZ format:
```
71
Properties=species:S:1:pos:R:3:forces:R:3:mulliken_charge:R:1
C 1.8792 -3.8762 -0.0755 0.59 -0.01 -0.14 -1.631
C 2.3410 -2.4557 0.1747 -0.26 -0.38 0.08 0.623
C 3.4584 -2.2334 0.9682 -0.27 -0.31 -0.01 -0.626
C 3.8884 -0.9542 1.2444 1.22 0.65 0.62 -1.074
C 3.2749 0.1669 0.7318 -2.49 0.30 -1.91 -0.335
C 2.0831 -0.0466 -0.1115 2.41 0.76 1.30 0.323
C 1.6783 -1.3431 -0.3434 -1.37 0.04 -0.82 0.793
C 0.4262 -1.4538 -1.1779 0.16 -0.07 -1.29 -1.433
N -0.6938 -0.7117 -0.6199 0.94 -1.63 0.69 -0.101
C -0.9690 -0.9270 0.7694 -0.13 0.71 0.02 0.360
C -1.4379 -2.3615 1.1951 -0.45 -1.32 1.01 0.101
O -1.3559 -3.3733 0.4857 0.34 1.04 -0.84 -0.656
O -1.9664 -2.3258 2.3435 -0.87 0.57 -0.64 -0.703
H 1.3997 -3.9962 -1.0489 0.00 0.02 0.24 0.344
H 2.7740 -4.5111 -0.0727 -0.25 0.02 0.03 0.546
H 1.2006 -4.2482 0.7001 0.01 0.26 -0.15 0.314
H 3.9610 -3.1020 1.3889 0.07 0.30 -0.01 0.499
H 4.7511 -0.7952 1.8902 -0.15 -0.16 -0.13 0.402
H 3.6266 1.1838 0.9672 0.07 -0.29 0.47 0.482
H 1.4466 0.7626 -0.5859 -0.25 -0.75 0.74 0.402
H 0.6563 -0.9927 -2.1591 -0.11 -0.12 0.18 0.403
H 0.1534 -2.4895 -1.4241 -0.02 0.17 0.42 0.508
H -1.5397 -0.9137 -1.1373 0.21 0.26 -0.29 0.491
H -0.1596 -0.6327 1.4489 0.06 -0.18 -0.30 0.238
H -1.7989 -0.2610 1.0005 0.64 -0.38 0.02 -0.026
Mg 2.8804 2.0329 -0.9262 0.44 -0.45 -0.73 0.711
B 4.9441 3.7206 -6.7544 0.00 -0.33 -2.94 0.673
O 5.7728 3.8113 -5.4934 -0.92 1.31 1.45 -0.480
C 5.1096 3.1313 -4.5491 0.70 -1.02 0.71 0.476
O 5.4646 2.9992 -3.4146 0.01 0.21 0.57 -0.458
C 3.8204 2.5695 -5.1247 -1.32 -0.64 -1.06 0.632
O 3.0158 1.9324 -4.4976 0.24 0.13 0.63 -0.544
O 3.7331 2.9195 -6.3816 0.43 0.29 0.98 -0.393
F 5.6366 3.1141 -7.7325 0.01 0.00 0.30 -0.211
F 4.5729 5.0306 -7.0982 -0.17 0.19 1.44 -0.312
Be 4.6182 5.3418 -4.6904 0.91 -0.22 -1.53 0.694
F -3.4140 0.2633 1.5112 0.10 0.50 -0.49 -0.198
P -4.1334 0.9707 2.8264 1.70 -3.16 5.49 0.817
F -4.6315 2.5707 2.9547 -1.51 1.10 -1.69 -0.419
F -5.3559 0.8460 1.6757 -1.43 1.11 -0.67 -0.377
F -3.4165 -0.1767 3.7041 1.88 0.60 -2.02 -0.128
F -5.2545 0.6333 3.9086 -1.14 2.94 -1.59 -0.200
F -2.7368 1.8183 2.9807 0.31 -0.35 -0.60 -0.250
Cl -2.0045 1.3960 -1.4223 -1.24 1.48 0.54 -0.604
Ca -4.5306 2.7525 0.6403 0.77 -0.63 -0.48 1.553
C 8.7825 2.7817 -2.5577 0.02 0.05 0.03 -0.113
Br 8.5082 1.0921 -3.4450 0.00 0.07 0.02 -0.028
Br 9.8991 2.5972 -0.9975 -0.06 0.00 -0.12 -0.027
Br 9.4535 4.1204 -3.7689 -0.06 -0.09 0.06 -0.010
H 7.8139 3.1197 -2.2178 0.03 -0.02 -0.04 0.145
C -5.8325 -2.0839 5.0739 0.44 -0.93 -0.59 0.649
F -4.8515 -1.2223 4.8084 -0.97 -2.06 1.67 -0.225
F -6.5118 -2.2641 3.9084 -0.03 0.24 0.12 -0.280
F -5.2653 -3.2629 5.3531 -0.14 0.13 0.19 -0.254
S -6.9121 -1.4859 6.4266 0.62 0.74 -0.23 0.992
O -7.4484 -0.2510 5.9244 -0.26 -0.26 -0.19 -0.615
O -6.0396 -1.3701 7.5552 -0.05 -0.37 0.09 -0.625
N -7.8998 -2.7202 6.4298 -0.02 0.66 0.42 -0.240
S -9.0825 -2.6699 7.4997 -1.20 -0.39 0.77 0.999
O -10.0955 -1.6857 7.2560 0.25 0.12 -0.50 -0.601
O -8.6875 -2.8307 8.8660 0.52 -0.09 -0.15 -0.595
C -9.8572 -4.2676 7.0405 -0.14 -1.07 -0.61 0.680
F -9.0052 -5.2899 7.1919 0.08 0.27 0.12 -0.232
F -10.2500 -4.2745 5.7573 0.07 0.28 0.13 -0.236
F -10.9273 -4.5196 7.7906 0.15 0.40 0.13 -0.204
O 7.8304 4.3981 -9.6397 -0.13 0.02 0.27 -0.479
Cl 6.9959 4.5836 -10.8017 0.02 -0.10 -0.63 1.713
O 7.6780 5.3793 -11.7774 -0.09 0.06 0.11 -0.532
O 5.7896 5.2668 -10.3909 0.12 0.07 0.24 -0.499
O 6.6679 3.3044 -11.3579 0.04 -0.03 0.16 -0.516
Li -3.9212 -2.2308 1.4038 0.94 -0.29 0.91 0.908
```
Positions in Å, forces in eV/Å.

Calculated values
LUMO energy: -9.07 eV
net charge: +1

3.
C13H9ClIrN2O6 | wB97M-V/def2-TZVPD

The geometry in XYZ format:
```
32
Properties=species:S:1:pos:R:3:forces:R:3:mulliken_charge:R:1
Ir -1.1443 0.5348 -0.3828 -0.15 -0.10 0.02 1.633
C 2.4141 0.3759 0.5660 0.01 0.01 0.00 -1.191
C 1.4993 1.4811 0.9321 -0.01 0.00 -0.02 0.368
N 0.2161 1.5922 0.6095 0.12 0.02 -0.12 -0.602
C -0.2701 2.7596 1.1487 -0.07 0.02 -0.01 0.110
C 0.7310 3.3811 1.8129 0.05 -0.03 0.02 0.076
N 1.8229 2.5627 1.6619 -0.02 0.01 0.02 -0.026
C 0.8522 4.6455 2.5971 -0.06 0.04 -0.02 0.509
O -0.2343 5.3858 2.7094 0.02 -0.05 -0.02 -0.489
O 1.9162 4.9192 3.0761 0.01 0.00 0.01 -0.543
C -1.6869 3.0342 0.8860 -0.03 -0.15 -0.14 1.265
O -2.2889 3.9931 1.2744 0.02 0.05 0.05 -0.628
O -2.2267 2.0526 0.1271 0.09 0.09 0.20 -0.523
H 1.8742 -0.3673 -0.0157 0.00 0.00 0.01 0.205
H 2.8125 -0.1018 1.4611 0.00 0.00 0.00 0.357
H 3.2496 0.7509 -0.0250 0.00 0.00 0.00 0.354
H 2.7239 2.7855 2.0682 0.00 0.00 0.00 0.247
H -1.0176 5.0098 2.2520 0.01 0.02 0.02 0.402
Cl -0.7159 -6.2781 -3.0066 -0.01 0.00 -0.01 -0.171
C -0.8283 -4.7928 -2.1417 0.01 0.01 -0.03 0.096
C -1.2740 -4.8080 -0.8040 -0.02 0.00 0.03 -0.464
C -1.3717 -3.6565 -0.0672 0.04 -0.02 -0.04 -0.599
C -1.0315 -2.4251 -0.6491 0.19 0.06 0.08 0.830
O -1.1174 -1.3508 0.1146 -0.28 0.03 -0.10 -0.994
C -0.5940 -2.4063 -1.9924 -0.08 0.01 -0.01 0.513
C -0.2410 -1.1969 -2.6049 0.14 -0.05 0.12 0.208
O -0.2771 -0.0491 -2.0795 -0.05 0.09 -0.07 -0.711
C -0.4948 -3.6126 -2.7327 -0.02 -0.04 0.01 -0.987
H -1.5455 -5.7557 -0.3578 0.01 0.00 0.00 0.420
H -1.7145 -3.6716 0.9574 0.01 0.01 0.01 0.467
H 0.1190 -1.2053 -3.6346 0.05 -0.01 0.01 0.443
H -0.1566 -3.5863 -3.7604 0.00 0.01 0.00 0.426
```
Positions in Å, forces in eV/Å.

Calculated values
LUMO energy: -4.95 eV
net charge: +1

4.
C47H63N5NiSSbSi4Te | wB97M-V/def2-TZVPD

The geometry in XYZ format:
```
123
Properties=species:S:1:pos:R:3:forces:R:3:mulliken_charge:R:1
Ni -1.0717 0.3087 -0.1661 -1.78 0.09 0.16 -0.292
C 1.9222 0.6372 1.7034 0.03 -0.12 -0.03 -0.206
C 0.7352 1.3303 2.3262 -0.14 0.06 0.09 -0.570
C 0.9440 2.0349 3.5082 -0.02 -0.01 0.04 -0.763
C -0.1362 2.5440 4.1997 0.04 0.00 0.04 -1.362
C -1.4094 2.3201 3.7097 -0.04 -0.03 -0.01 -0.829
C -1.5520 1.6322 2.5169 -0.02 -0.07 -0.06 0.279
N -0.4963 1.1760 1.8212 0.40 0.17 -0.19 1.682
C -2.8908 1.3191 1.9457 0.03 -0.02 0.07 -0.287
C -4.0882 1.6419 2.5686 -0.06 -0.05 -0.01 -0.598
C -5.2743 1.2912 1.9439 0.04 0.01 0.02 -1.327
C -5.2435 0.6325 0.7273 0.03 -0.03 0.00 -0.923
C -4.0095 0.3367 0.1636 -0.04 -0.04 -0.06 -0.092
N -2.8794 0.6828 0.7784 0.26 0.15 -0.18 1.352
C -3.8314 -0.3232 -1.1562 -0.05 -0.04 0.16 0.465
C -4.8775 -0.8061 -1.9205 0.02 -0.02 0.00 -0.764
C -4.5867 -1.3390 -3.1692 0.05 0.02 0.00 -0.857
C -3.2801 -1.3421 -3.6165 -0.04 -0.06 0.03 -0.748
C -2.2729 -0.8503 -2.7888 -0.02 -0.07 -0.06 0.811
C -0.8515 -0.7579 -3.2488 -0.03 0.10 0.13 -1.544
N -2.5636 -0.3935 -1.5723 0.45 0.32 -0.25 1.212
H 2.8200 1.1720 2.0007 -0.10 0.03 0.03 0.722
H 0.8710 0.4608 -0.0313 0.84 0.07 -0.10 -1.336
H 1.9470 -0.3663 2.1520 0.02 0.02 0.00 -0.438
H 1.9514 2.1569 3.8837 0.01 0.00 -0.01 0.594
H 0.0061 3.0890 5.1233 0.01 0.01 0.00 0.478
H -2.2703 2.6822 4.2500 0.00 0.00 -0.01 0.452
H -4.1060 2.1542 3.5182 0.00 -0.01 0.00 0.566
H -6.2220 1.5347 2.4049 0.00 -0.01 0.01 0.464
H -6.1612 0.3617 0.2280 -0.01 -0.01 0.00 0.481
H -5.8956 -0.7769 -1.5626 0.00 0.01 0.01 0.482
H -5.3795 -1.7321 -3.7911 0.00 0.00 0.00 0.473
H -3.0280 -1.7188 -4.5984 0.01 -0.02 0.01 0.562
H -0.5736 -1.6113 -3.8538 0.05 -0.23 -0.11 0.558
H -0.1625 -0.6827 -2.4048 0.00 -0.08 -0.04 -0.057
H -0.7238 0.1408 -3.8570 0.01 0.00 0.02 0.341
S -1.0414 2.2004 -1.5848 0.04 0.05 0.08 -0.923
Sb -0.0716 4.0176 -0.6102 0.14 0.41 -0.09 1.210
C -0.3086 5.5707 -2.0099 0.02 -0.09 -0.06 0.843
C 0.7551 6.3607 -2.4282 0.01 0.03 0.09 -0.315
C 0.5421 7.3533 -3.3756 0.00 0.01 -0.01 -0.662
C -0.7259 7.5534 -3.8992 0.00 0.00 0.00 -0.523
C -1.7893 6.7665 -3.4768 0.00 0.01 0.00 -0.673
C -1.5825 5.7716 -2.5347 0.00 -0.02 0.01 -0.759
C -1.1110 4.7541 1.0662 0.00 -0.13 -0.04 0.994
C -2.4576 4.4297 1.1872 0.01 0.02 0.00 -0.767
C -3.2118 4.9886 2.2093 0.00 0.01 0.00 -0.449
C -2.6196 5.8635 3.1088 -0.01 0.00 0.00 -0.739
C -1.2784 6.1983 2.9776 0.03 -0.01 0.01 -0.747
C -0.5210 5.6527 1.9504 -0.08 0.02 0.02 -0.735
C 1.9913 3.9920 -0.2205 -0.06 -0.14 0.00 0.712
C 2.5282 4.1799 1.0483 -0.03 0.00 -0.01 -0.407
C 3.9056 4.2319 1.2077 0.01 -0.01 0.02 -0.891
C 4.7381 4.0976 0.1049 0.01 -0.02 0.01 -0.729
C 4.1989 3.8845 -1.1556 0.02 -0.03 -0.02 -0.705
C 2.8241 3.8211 -1.3216 0.01 -0.01 0.01 -0.638
H 1.7464 6.2158 -2.0166 0.01 0.00 -0.02 0.373
H 1.3690 7.9681 -3.7054 0.00 0.00 0.00 0.412
H -0.8872 8.3240 -4.6412 0.00 0.01 0.00 0.400
H -2.7781 6.9247 -3.8860 0.00 0.00 0.00 0.405
H -2.4129 5.1503 -2.2182 0.00 -0.01 -0.02 0.341
H -2.9187 3.7432 0.4839 0.01 0.00 0.00 0.375
H -4.2628 4.7447 2.2991 0.00 0.01 -0.01 0.513
H -3.2070 6.2996 3.9061 -0.01 0.01 0.00 0.432
H -0.8237 6.8975 3.6669 0.00 0.00 0.01 0.458
H 0.5130 5.9508 1.8354 0.00 0.02 0.01 0.537
H 1.8850 4.2833 1.9125 0.00 -0.02 0.01 0.429
H 4.3289 4.3861 2.1922 0.00 0.01 0.00 0.436
H 5.8115 4.1558 0.2301 0.00 -0.01 0.00 0.405
H 4.8478 3.7666 -2.0126 0.02 -0.02 -0.01 0.528
H 2.4078 3.6322 -2.3044 0.02 0.00 -0.01 0.526
C -1.1958 -7.4037 0.3161 0.01 -0.01 -0.01 -1.034
Si -1.6489 -5.6231 0.7104 -0.03 0.06 -0.03 0.270
C -3.1880 -5.1516 -0.2596 -0.04 0.01 0.01 -0.893
C -1.9839 -5.4498 2.5484 0.01 0.00 0.02 -0.988
Si 0.0750 -4.1354 0.1485 0.05 0.10 0.13 0.645
Te -0.9129 -1.9501 0.9493 0.18 -0.67 0.34 -0.748
Si 1.9298 -4.4280 1.5560 0.01 -0.09 -0.07 0.086
C 1.6916 -3.6008 3.2217 -0.04 0.02 0.03 -0.700
C 2.2551 -6.2612 1.8215 0.01 0.00 -0.01 -1.087
C 3.4159 -3.6598 0.6972 0.07 -0.06 0.03 -0.664
Si 0.7614 -4.5795 -2.0435 -0.13 -0.15 -0.08 0.573
C 1.6627 -6.2315 -1.9865 0.04 0.01 0.09 -1.154
C 1.9502 -3.3321 -2.7841 0.01 0.12 -0.01 -0.758
C -0.7630 -4.8715 -3.1193 0.09 0.03 -0.05 -1.083
H -1.9510 -8.0854 0.7154 -0.02 0.00 0.00 0.415
H -0.2340 -7.6824 0.7503 0.01 -0.01 0.01 0.288
H -1.1390 -7.5692 -0.7618 0.00 0.00 -0.01 0.275
H -4.0506 -5.7414 0.0608 0.00 -0.02 0.01 0.414
H -3.0450 -5.3193 -1.3289 -0.01 0.00 0.01 0.257
H -3.4218 -4.0948 -0.1090 0.01 0.00 0.00 0.100
H -2.8768 -6.0073 2.8411 0.00 -0.02 0.00 0.389
H -2.1346 -4.4007 2.8113 -0.01 0.00 0.01 0.255
H -1.1446 -5.8267 3.1375 0.01 -0.01 0.01 0.236
H 0.8538 -4.0450 3.7635 -0.01 0.00 0.01 0.286
H 1.4685 -2.5391 3.1017 0.01 0.00 0.00 -0.044
H 2.5888 -3.7055 3.8372 0.02 -0.02 0.00 0.364
H 1.4975 -6.7044 2.4712 -0.02 -0.01 0.00 0.276
H 3.2303 -6.4257 2.2864 0.00 0.01 0.02 0.418
H 2.2423 -6.8045 0.8749 0.01 -0.02 0.00 0.292
H 3.1802 -2.6521 0.3563 0.00 0.18 -0.05 -0.107
H 3.6999 -4.2436 -0.1811 0.01 0.00 0.00 0.291
H 4.2846 -3.6117 1.3596 -0.01 0.00 0.01 0.435
H 2.6165 -6.1542 -1.4609 0.02 0.00 -0.01 0.252
H 1.8695 -6.5827 -3.0009 0.00 0.02 -0.02 0.428
H 1.0672 -6.9964 -1.4847 0.00 -0.01 -0.01 0.267
H 2.9501 -3.5167 -2.3851 0.00 0.01 0.00 0.295
H 1.7055 -2.2932 -2.5602 -0.04 0.04 0.01 -0.011
H 2.0018 -3.4476 -3.8705 0.00 -0.01 0.01 0.443
H -1.1291 -5.8847 -2.9347 0.00 0.00 0.00 0.359
H -0.5310 -4.7967 -4.1852 0.02 0.00 0.01 0.438
H -1.5828 -4.1942 -2.8925 -0.08 0.18 -0.01 0.128
C 4.7143 0.2694 0.7492 0.04 -0.12 -0.12 -1.058
N 4.0001 0.3018 -0.5310 0.01 0.12 0.00 0.995
C 4.8798 0.1817 -1.6862 -0.01 0.03 -0.02 -1.263
C 2.6979 0.4269 -0.7731 0.00 -0.21 -0.03 -0.982
N 1.8403 0.5533 0.2546 -0.36 0.24 0.03 2.710
H 5.6851 -0.1977 0.5915 0.00 0.00 0.00 0.453
H 4.1835 -0.3285 1.4814 0.01 -0.08 0.03 0.337
H 4.8838 1.2737 1.1427 0.01 0.05 0.00 0.168
H 5.3546 -0.8024 -1.7054 0.01 0.00 0.01 0.371
H 5.6659 0.9399 -1.6478 0.02 0.03 -0.02 0.400
H 4.2864 0.3150 -2.5856 0.00 -0.01 0.02 0.318
```
Positions in Å, forces in eV/Å.

Calculated values
LUMO energy (spin up / spin down): -2.90 / -2.87 eV
multiplicity: 3
net charge: +1
⟨S²⟩: 2.009

Number 1: E_tot -744.75360 Ha. Number 2: E_tot -13844.67318 Ha. Number 3: E_tot -1626.04393 Ha. Number 4: E_tot -5675.20550 Ha.